(1)
A single C15H13F2NO7 molecule, computed with wB97M-V/def2-TZVPD.

highest occupied orbital energy: -8.8 eV
DFT total energy: -37023.309 eV
HOMO-LUMO gap: 9.0 eV
SMILES: O=C(COC(=O)C1=COCCO1)NC(=O)c1ccc(OC(F)F)cc1

Cartesian coordinates (Å):
O  -0.708  -1.364  2.727
C  0.004  -1.497  1.765
C  1.525  -1.504  1.860
O  1.954  -0.397  2.644
C  1.406  0.767  2.297
O  0.597  0.877  1.398
C  1.878  1.888  3.113
C  1.439  3.139  2.876
O  1.770  4.215  3.617
C  2.448  3.878  4.813
C  3.458  2.756  4.548
O  2.793  1.598  4.098
N  -0.567  -1.658  0.513
C  0.008  -1.836  -0.731
O  1.144  -2.215  -0.899
C  -0.920  -1.557  -1.859
C  -0.764  -2.277  -3.039
C  -1.581  -2.042  -4.129
C  -2.559  -1.060  -4.042
O  -3.425  -0.737  -5.070
C  -3.549  -1.577  -6.120
F  -4.647  -1.221  -6.797
F  -2.515  -1.464  -6.992
C  -2.698  -0.305  -2.881
C  -1.885  -0.552  -1.795
H  1.986  -1.466  0.871
H  1.854  -2.394  2.399
H  0.771  3.355  2.060
H  2.940  4.786  5.164
H  1.721  3.535  5.560
H  3.988  2.478  5.459
H  4.175  3.097  3.789
H  -1.570  -1.507  0.531
H  0.011  -3.027  -3.091
H  -1.428  -2.603  -5.037
H  -3.634  -2.647  -5.848
H  -3.444  0.472  -2.858
H  -1.976  0.065  -0.913



(2)
17 unconnected molecules or ions with the total composition C48H137N7O17, computed with wB97M-V/def2-TZVPD.

highest occupied orbital energy: -8.2 eV
DFT total energy: -97229.188 eV
HOMO-LUMO gap: 8.6 eV

Cartesian coordinates (Å):
C  0.703  -4.162  4.929
C  1.257  -2.870  4.380
O  0.788  -1.714  5.147
H  1.329  -4.567  5.742
H  0.664  -4.863  4.090
H  -0.350  -4.103  5.329
H  0.878  -2.701  3.394
H  2.369  -2.922  4.375
H  0.683  -0.921  4.625
C  -1.223  0.057  7.209
C  -2.275  -1.056  7.307
O  -2.737  -1.217  8.678
H  -0.360  -0.197  7.834
H  -1.601  1.029  7.601
H  -0.952  0.243  6.197
H  -1.859  -2.005  6.905
H  -3.169  -0.838  6.774
H  -2.013  -1.602  9.153
C  -2.059  4.952  3.784
C  -1.212  5.193  2.496
O  -1.261  4.124  1.607
H  -3.075  4.987  3.489
H  -1.810  5.708  4.532
H  -1.877  3.983  4.275
H  -0.240  5.525  2.638
H  -1.688  6.052  2.020
H  -2.131  4.095  1.172
C  4.977  -3.946  -3.007
C  5.343  -2.563  -2.506
O  5.761  -2.561  -1.107
H  4.178  -4.346  -2.339
H  5.788  -4.630  -2.955
H  4.689  -3.956  -4.090
H  4.538  -1.752  -2.575
H  6.185  -2.187  -3.116
H  5.591  -1.620  -0.879
C  -4.447  1.565  5.263
C  -4.434  1.955  3.810
O  -4.146  0.835  2.948
H  -5.379  1.025  5.522
H  -4.553  2.490  5.790
H  -3.571  1.017  5.623
H  -3.681  2.770  3.718
H  -5.407  2.305  3.466
H  -3.204  0.825  2.654
C  6.973  1.252  -2.233
C  5.848  1.602  -1.277
O  5.124  0.394  -0.942
H  6.572  1.199  -3.229
H  7.543  0.378  -1.902
H  7.720  2.100  -2.384
H  5.062  2.318  -1.659
H  6.161  2.107  -0.392
H  4.329  0.558  -0.389
C  -6.317  -1.628  -1.054
C  -6.063  -1.027  0.317
O  -4.703  -0.679  0.529
H  -5.920  -2.646  -1.108
H  -5.775  -1.024  -1.858
H  -7.391  -1.598  -1.260
H  -6.452  -1.741  1.053
H  -6.698  -0.158  0.503
H  -4.593  -0.280  1.417
C  1.934  1.303  -3.613
C  2.154  2.206  -4.823
O  0.976  2.983  -5.081
H  1.888  1.861  -2.628
H  2.810  0.711  -3.584
H  1.125  0.628  -3.687
H  2.464  1.637  -5.709
H  3.001  2.811  -4.616
H  1.128  3.801  -5.561
C  1.350  2.952  3.663
C  0.286  1.872  3.317
O  0.883  0.603  3.400
H  1.960  2.520  4.420
H  0.908  3.882  4.063
H  1.859  3.172  2.743
H  -0.159  2.034  2.341
H  -0.581  1.875  3.990
H  0.668  0.131  2.606
C  3.561  -6.138  2.057
C  3.596  -5.316  0.745
O  4.077  -4.042  1.044
H  2.837  -5.830  2.829
H  4.542  -6.156  2.608
H  3.294  -7.167  1.888
H  2.576  -5.229  0.354
H  4.204  -5.856  -0.015
H  4.625  -3.697  0.322
C  4.177  -0.145  4.132
C  4.255  -1.260  3.087
C  5.267  -0.949  2.037
O  6.520  -0.610  2.706
C  7.228  0.535  2.446
N  4.588  -2.444  3.803
H  3.919  0.802  3.588
H  5.113  -0.052  4.617
H  3.290  -0.459  4.712
H  3.306  -1.447  2.565
H  4.965  -0.028  1.532
H  5.415  -1.751  1.359
H  8.105  0.469  1.716
H  7.640  0.944  3.402
H  6.598  1.337  1.997
H  5.506  -2.340  4.197
H  4.705  -3.328  3.306
C  -3.509  -4.029  -2.157
C  -2.880  -3.701  -0.841
C  -2.916  -4.951  0.102
O  -2.142  -4.713  1.321
C  -2.858  -4.023  2.328
N  -1.448  -3.253  -0.905
H  -4.570  -4.030  -2.122
H  -3.158  -4.971  -2.634
H  -3.319  -3.303  -2.920
H  -3.448  -2.909  -0.362
H  -2.384  -5.839  -0.292
H  -3.913  -5.245  0.295
H  -2.133  -3.706  3.075
H  -3.681  -4.558  2.762
H  -3.353  -3.101  1.920
H  -0.839  -3.877  -1.466
H  -1.152  -3.249  0.063
C  1.181  -2.482  -3.997
C  0.883  -3.565  -4.968
C  -0.175  -4.433  -4.286
O  0.244  -5.056  -3.089
C  1.214  -6.071  -3.123
N  0.408  -3.018  -6.267
H  0.349  -1.855  -3.727
H  2.013  -1.906  -4.317
H  1.456  -3.048  -3.117
H  1.820  -4.132  -5.184
H  -0.492  -5.209  -5.002
H  -1.041  -3.872  -4.044
H  1.388  -6.397  -2.116
H  2.182  -5.680  -3.489
H  0.901  -6.847  -3.749
H  -0.075  -3.748  -6.780
H  -0.284  -2.289  -6.092
C  1.695  4.830  -2.424
C  0.690  4.367  -1.460
C  -0.491  3.576  -2.012
O  -1.226  4.333  -2.947
C  -2.027  3.622  -3.798
N  1.341  3.541  -0.421
H  2.478  5.364  -1.895
H  1.154  5.437  -3.157
H  2.237  3.978  -2.885
H  0.279  5.272  -0.992
H  -1.215  3.302  -1.181
H  -0.195  2.628  -2.525
H  -2.441  2.686  -3.294
H  -1.388  3.224  -4.578
H  -2.798  4.260  -4.227
H  0.771  3.553  0.390
H  2.226  4.012  -0.147
C  -3.663  -0.121  -6.305
C  -2.537  0.609  -5.627
C  -2.452  0.392  -4.131
O  -3.512  0.898  -3.331
C  -3.153  0.582  -1.982
N  -1.297  -0.059  -6.111
H  -3.628  -1.199  -6.054
H  -3.630  0.054  -7.396
H  -4.640  0.296  -5.929
H  -2.536  1.699  -5.783
H  -1.508  0.857  -3.808
H  -2.377  -0.770  -3.960
H  -2.887  -0.467  -1.823
H  -3.996  0.837  -1.389
H  -2.333  1.207  -1.566
H  -1.333  0.049  -7.153
H  -0.436  0.431  -5.819
C  -5.202  5.650  1.581
C  -4.697  4.975  0.328
C  -4.067  5.836  -0.670
O  -2.917  6.440  -0.103
C  -2.327  7.327  -1.073
N  -3.808  3.873  0.738
H  -5.960  6.430  1.418
H  -4.417  6.168  2.152
H  -5.641  4.982  2.288
H  -5.644  4.572  -0.135
H  -4.787  6.605  -1.011
H  -3.834  5.247  -1.580
H  -1.351  7.669  -0.643
H  -3.062  8.176  -1.232
H  -2.139  6.884  -2.063
H  -3.689  3.291  -0.090
H  -4.246  3.344  1.536
C  2.271  -1.640  -0.221
C  1.827  -0.333  -0.656
C  0.355  -0.155  -0.570
O  -0.124  -0.322  0.742
C  -1.510  -0.394  0.769
N  2.563  0.726  0.111
H  3.379  -1.705  -0.261
H  1.784  -2.344  -0.902
H  1.908  -1.792  0.815
H  2.033  -0.121  -1.711
H  -0.192  -0.778  -1.255
H  0.062  0.835  -0.852
H  -1.981  0.575  0.525
H  -1.785  -0.764  1.775
H  -1.825  -1.122  -0.049
H  2.314  0.587  1.077
H  2.275  1.671  -0.188



(3)
A single C3H8N4 molecule, computed with wB97M-V/def2-TZVPD.

highest occupied orbital energy (alpha / beta): -8.1 / -8.3 eV
DFT total energy: -9194.134 eV
HOMO-LUMO gap (alpha / beta): 8.2 / 7.5 eV

Cartesian coordinates (Å):
C  -0.282  -1.651  0.541
C  0.039  -0.137  0.516
C  0.747  -2.330  -0.305
N  -1.384  3.366  -0.575
N  -0.611  2.434  -0.355
N  0.485  0.499  -0.725
N  -0.192  1.571  -1.151
H  -0.329  -1.987  1.551
H  -1.248  -1.733  -0.035
H  -0.629  0.591  1.101
H  0.947  -0.169  1.174
H  1.262  -3.257  0.066
H  1.234  -1.741  -1.096
H  -1.558  4.153  0.176
H  1.519  0.392  -0.884



no.,maximum force (eV/Å)
1,1.26
2,3.30
3,3.71